No. 1
Computed, not measured: C4H6N2O as an isolated structure in a non-equilibrium geometry, with the ωB97M-V functional and the def2-TZVPD basis.

The geometry in XYZ format:
```
13
Properties=species:S:1:pos:R:3:forces:R:3
O 2.756 0.090 -0.613 -1.10 -1.17 0.53
N -0.892 1.669 0.215 -0.01 -0.15 -0.08
N 0.162 -0.147 -0.883 1.46 0.92 0.79
C 1.772 -0.069 0.040 1.38 1.72 -1.19
C -0.985 -2.046 0.208 -0.33 0.03 -0.21
C 0.030 1.158 -0.643 0.32 -0.12 0.16
C -0.119 -1.075 0.003 -0.66 -1.48 0.63
H -1.782 -2.248 -0.507 -0.10 0.00 0.12
H 1.683 -0.234 1.126 -0.91 0.49 -0.67
H 0.589 1.840 -1.272 -0.16 -0.06 0.01
H -1.001 2.667 0.298 0.10 -0.24 0.19
H -1.264 1.053 0.925 -0.14 0.13 -0.10
H -0.949 -2.658 1.102 0.16 -0.06 -0.18
```
Forces are in eV/Å.

- HOMO energy (alpha / beta) (eV) = -7.10 / -7.10
- LUMO level (alpha / beta) (eV) = 0.68 / 0.68
- HOMO-LUMO gap (alpha / beta) (Eh) = 0.286 / 0.286
- energy relative to the best compared isomer or geometry (same formula, charge and spin) (kcal per mole) = 136.2

---

No. 2
Computed, not measured: C14H21CaO12 as an isolated structure in a non-equilibrium geometry, with the ωB97M-V functional and the def2-TZVPD basis.

The geometry in XYZ format:
```
48
Properties=species:S:1:pos:R:3:forces:R:3
Ca -17.045 17.115 7.870 -0.18 1.85 -0.61
O -17.503 15.946 12.345 0.17 -0.11 -0.14
O -17.363 18.129 11.952 0.09 -0.21 -0.30
O -19.394 17.263 7.743 -0.38 -0.73 -0.15
O -14.815 20.979 8.194 0.07 0.13 0.43
O -16.502 15.853 5.802 -0.18 -0.05 0.00
O -16.276 19.316 8.544 -0.03 -0.40 0.46
O -15.932 17.973 5.975 0.28 0.28 -0.40
O -12.891 16.919 7.751 -0.26 -0.02 -0.84
O -17.356 16.670 10.235 -0.08 -0.17 -0.19
O -14.841 16.279 8.611 -0.40 -0.54 -0.24
O -13.149 14.815 8.378 -0.25 -0.25 -0.19
O -18.659 19.026 6.668 -0.08 0.09 -0.75
C -15.227 19.979 8.795 -0.17 -0.40 -0.49
C -16.048 16.938 5.303 0.45 -0.95 0.62
C -14.329 19.401 9.919 0.10 -0.18 -0.47
C -15.550 16.884 3.876 -0.41 0.40 -0.87
C -10.645 17.133 8.394 0.21 0.57 -0.12
C -17.200 18.019 13.367 0.11 -0.19 0.34
C -13.750 16.010 8.221 0.67 0.70 0.73
C -18.111 19.017 14.061 0.51 0.66 0.11
C -19.574 18.248 6.938 0.63 0.19 1.25
C -17.398 16.913 11.393 -0.05 -0.02 0.57
C -17.483 16.528 13.634 -0.30 0.69 0.44
C -11.593 16.355 7.495 -0.26 -0.18 1.32
C -20.990 18.511 6.472 -0.07 -0.32 -0.20
C -11.783 14.910 8.021 0.69 0.04 -0.35
H -16.724 16.076 14.270 0.13 -0.13 -0.24
H -11.516 14.131 7.307 -0.26 0.06 -0.16
H -18.784 19.436 13.316 -0.28 -0.15 0.15
H -18.639 18.641 14.936 -0.16 -0.34 -0.22
H -13.330 19.325 9.483 0.12 0.15 0.27
H -16.365 16.591 3.207 -0.07 -0.03 0.17
H -11.154 14.756 8.899 -0.20 -0.01 0.17
H -16.155 18.243 13.588 0.01 0.00 -0.09
H -14.769 16.144 3.700 0.09 -0.01 0.37
H -11.370 16.434 6.436 -0.05 -0.07 -0.07
H -14.657 18.391 10.170 -0.09 0.06 0.22
H -10.369 18.095 7.958 -0.02 -0.07 -0.09
H -14.316 20.046 10.798 0.06 0.04 0.00
H -21.029 19.409 5.861 -0.05 0.05 0.03
H -18.444 16.414 14.142 -0.11 -0.19 -0.29
H -15.218 17.868 3.544 0.14 -0.04 0.14
H -17.516 19.853 14.438 -0.03 0.02 -0.13
H -11.185 17.371 9.311 0.04 -0.14 0.06
H -21.348 17.654 5.897 -0.03 0.03 0.00
H -9.728 16.608 8.666 -0.04 -0.19 -0.24
H -21.626 18.596 7.353 -0.06 0.09 -0.04
```
Forces are in eV/Å.

- total charge = -1
- HOMO energy (eV) = -4.39
- LUMO level (eV) = 2.29
- HOMO-LUMO gap (Eh) = 0.246
- energy relative to the best compared isomer or geometry (same formula, charge and spin) (kcal per mole) = 0.0

---

No. 3
Computed, not measured: C29H44BrF3IN8O4RbS2 as an isolated structure, with the ωB97M-V functional and the def2-TZVPD basis.

The geometry in XYZ format:
```
93
Properties=species:S:1:pos:R:3:forces:R:3
I -0.993 -3.799 -2.406 0.03 0.01 0.05
Rb -0.392 0.982 -0.276 0.10 0.09 -0.07
Br 5.525 0.196 4.652 0.00 0.02 0.01
S -1.221 0.217 3.000 -0.03 0.04 -0.13
S -3.415 -0.553 -1.081 0.05 -0.08 -0.03
F 1.099 5.435 -2.660 -0.08 -0.03 0.00
F -0.902 5.260 -3.451 -0.04 -0.01 -0.03
F -0.582 5.233 -1.310 -0.02 0.00 0.00
O -1.041 2.664 -2.682 0.10 -0.04 0.26
O 0.966 2.834 1.344 -0.04 -0.10 0.09
O 1.170 2.796 -2.231 0.11 -0.18 0.11
O 0.165 -2.981 1.296 -0.03 -0.03 -0.01
N 0.658 -0.374 -2.699 0.06 -0.04 -0.01
N -2.713 -1.736 2.019 -0.01 0.06 0.01
N -1.678 -2.144 4.068 0.04 -0.03 -0.02
N 2.328 -0.211 -0.492 -0.11 0.01 0.15
N -4.187 1.396 -2.647 0.07 0.09 0.08
N -3.479 2.006 -0.470 -0.11 0.08 -0.16
N 0.313 -5.086 0.492 -0.03 -0.02 -0.02
N 2.054 3.241 3.305 0.00 0.05 -0.02
C 1.632 0.513 -5.145 -0.05 0.00 0.00
C -4.409 4.247 0.118 -0.04 -0.05 -0.04
C 0.293 0.212 -4.985 0.04 -0.01 0.00
C 3.363 -0.640 3.001 0.07 0.03 0.06
C 0.917 2.913 4.143 0.01 0.01 -0.03
C 3.263 3.702 3.947 -0.01 0.00 0.08
C 2.480 0.375 -4.057 0.01 0.00 -0.01
C -3.723 -2.785 2.038 0.00 -0.04 0.04
C 2.652 -0.722 1.817 -0.03 0.00 -0.02
C -3.713 1.095 -1.433 -0.05 0.03 0.10
C 0.551 -3.214 -1.045 -0.09 -0.04 -0.03
C 4.291 0.668 0.724 0.09 -0.06 0.13
C -1.515 -3.595 4.023 0.02 0.02 0.01
C -1.913 -1.330 3.006 -0.09 -0.01 0.05
C 4.545 0.083 3.031 0.00 0.05 -0.05
C 1.962 3.162 1.967 -0.03 0.05 -0.14
C -3.483 -3.841 0.969 -0.04 -0.02 0.00
C -0.072 4.805 -2.493 0.20 0.00 0.03
C 2.809 -0.063 -1.652 0.08 -0.02 -0.02
C -4.764 2.622 -3.193 0.00 0.00 0.05
C -3.882 3.297 -4.234 0.00 -0.05 0.03
C 0.298 -3.735 0.350 0.15 0.02 0.04
C -2.310 -4.297 5.112 -0.01 -0.02 0.00
C -0.144 -0.237 -3.743 0.00 -0.01 -0.01
C 1.946 -0.048 -2.850 -0.05 0.02 -0.04
C -3.288 3.458 -0.540 0.11 -0.05 0.08
C 3.130 -0.100 0.667 -0.10 0.07 -0.23
C 0.050 3.245 -2.482 -0.32 0.18 -0.20
C 5.012 0.749 1.907 -0.08 0.01 -0.01
H -3.728 2.635 -5.087 -0.01 -0.02 -0.03
H -1.796 -3.942 3.034 0.03 -0.04 0.00
H 3.668 2.941 4.617 0.02 -0.05 0.00
H -4.276 -4.591 0.991 0.01 0.01 0.00
H -5.723 2.342 -3.635 -0.01 0.00 -0.02
H -4.365 4.206 -4.597 0.00 0.00 0.01
H -1.097 -1.674 4.745 0.00 -0.01 0.01
H 2.010 0.869 -6.094 0.00 -0.01 0.00
H -1.185 -0.491 -3.576 0.00 0.02 -0.01
H -3.105 3.741 -1.570 0.00 0.02 -0.07
H -2.805 -1.080 1.250 0.04 -0.01 -0.04
H -5.372 4.075 -0.365 -0.02 -0.02 -0.05
H 3.529 0.631 -4.127 0.00 0.00 0.00
H -2.014 -3.939 6.099 0.00 0.00 -0.01
H -3.479 -3.382 -0.020 0.01 0.00 -0.01
H -2.353 3.672 -0.018 0.02 0.01 -0.03
H 5.919 1.336 1.957 0.00 0.00 0.02
H -2.524 -4.344 1.101 0.01 0.00 0.02
H 2.997 -1.121 3.897 -0.01 -0.01 -0.01
H 4.014 3.937 3.194 0.01 -0.03 -0.02
H -4.189 5.314 0.071 0.02 0.00 0.00
H -4.516 3.968 1.167 0.02 0.00 0.00
H -4.257 0.580 -3.232 0.05 -0.01 0.00
H -0.452 -3.825 4.128 0.02 0.01 0.00
H -2.137 -5.374 5.079 0.00 0.00 0.00
H 0.103 -5.468 1.398 0.00 0.01 -0.01
H 1.060 1.952 4.640 0.01 0.00 0.02
H 0.578 -2.130 -1.048 -0.02 0.03 -0.01
H 3.063 4.604 4.530 0.02 -0.01 -0.01
H 4.625 1.225 -0.141 0.00 0.00 -0.01
H 0.780 3.692 4.894 0.00 0.00 0.01
H 1.709 -1.254 1.771 0.02 -0.03 0.00
H 0.229 -5.684 -0.312 0.00 0.00 0.00
H 0.031 2.849 3.517 0.01 -0.02 0.02
H 1.474 -3.615 -1.459 0.01 0.00 0.04
H -0.411 0.325 -5.798 0.00 0.01 0.00
H 3.877 0.095 -1.834 0.00 0.01 0.01
H -4.997 3.293 -2.375 0.00 0.06 0.06
H -3.380 -4.117 5.002 0.00 0.00 0.00
H 2.895 3.440 1.455 0.02 0.01 -0.01
H -3.771 -3.216 3.036 -0.03 0.03 -0.07
H -4.688 -2.307 1.855 -0.02 0.01 0.00
H -3.243 1.578 0.413 -0.06 -0.03 0.02
H -2.901 3.538 -3.829 0.02 0.00 0.05
```
Forces are in eV/Å.

- HOMO energy (eV) = -7.97
- LUMO level (eV) = -0.09
- HOMO-LUMO gap (Eh) = 0.290
- energy relative to the best compared isomer or geometry (same formula, charge and spin) (kcal per mole) = 11.7

---

No. 4
Computed, not measured: an isolated ion of composition C3HBrNO3 and charge -1 in a non-equilibrium geometry, with the ωB97M-V functional and the def2-TZVPD basis.

The geometry in XYZ format:
```
9
Properties=species:S:1:pos:R:3:forces:R:3
Br -4.211 -0.267 -0.002 0.33 -0.03 0.04
O -1.131 -1.982 0.024 -0.52 -2.14 0.24
O -0.488 1.399 0.030 -0.26 0.60 -0.51
O -2.492 2.507 0.025 0.89 -0.03 -0.21
N -0.152 0.037 -0.014 -0.47 0.74 2.02
C -1.865 1.458 -0.035 -1.64 -0.59 0.52
C -2.363 0.111 -0.048 -0.62 1.18 0.20
C -1.326 -0.791 0.040 1.92 0.94 -1.48
H 0.662 -0.058 -0.564 0.36 -0.68 -0.83
```
Forces are in eV/Å.

- total charge = -1
- HOMO energy (eV) = -3.84
- LUMO level (eV) = 3.50
- SMILES = O=c1o[nH]c([O-])c1Br
- HOMO-LUMO gap (Eh) = 0.270
- energy relative to the best compared isomer or geometry (same formula, charge and spin) (kcal per mole) = 3.5

---

Q: Number 4 is which compound?
A: C3HBrNO3